1.
This record from the Open Molecules 2025 dataset describes C25H40N3OSiTl as an isolated structure at a distorted geometry. The level of theory is the ωB97M-V functional and the def2-TZVPD basis.

Computed properties:
E_LUMO   0.0194 Ha
E_HOMO   -7.31 eV

CARTESIAN COORDINATES (ANGSTROEM)
Tl (13.0206, 12.2190, 9.0444)
C (16.4676, 15.0889, 10.9278)
C (15.3871, 14.7291, 12.0069)
C (15.6166, 13.2703, 12.4212)
C (13.9759, 15.0586, 11.4928)
C (12.9241, 15.1349, 12.3576)
C (11.6065, 15.5278, 11.9163)
C (11.4083, 15.8563, 10.5943)
C (10.0757, 16.3703, 10.0999)
C (12.4276, 15.5918, 9.6870)
C (13.7011, 15.2913, 10.1454)
H (17.4511, 14.9746, 11.4223)
H (16.3967, 16.0956, 10.5636)
H (16.4468, 14.3641, 10.0797)
H (15.4836, 15.3528, 12.8696)
H (15.8342, 12.6318, 11.5693)
H (14.9140, 12.8928, 13.0926)
H (16.6854, 13.1531, 12.8123)
H (13.1188, 15.0493, 13.4290)
H (10.8544, 15.6365, 12.6569)
H (9.7987, 17.1956, 10.7279)
H (9.2948, 15.5686, 10.1353)
H (10.0956, 16.6590, 9.0188)
H (12.1709, 15.7390, 8.6751)
H (14.5459, 15.1602, 9.5167)
C (11.9131, 14.3901, 6.0520)
C (10.7411, 13.9830, 6.9280)
C (9.5111, 14.5639, 6.8241)
C (8.5712, 14.1278, 7.7313)
C (8.8812, 13.2861, 8.7335)
C (10.2537, 12.7743, 8.8805)
N (11.0853, 13.0454, 7.8343)
N (10.8091, 12.0498, 9.8704)
Si (10.0792, 11.3432, 11.2639)
C (11.4762, 10.6403, 12.3210)
C (9.0643, 9.8694, 10.6875)
C (9.1264, 12.6178, 12.3111)
H (12.2208, 13.6325, 5.3246)
H (12.7264, 14.8236, 6.5844)
H (11.5845, 15.1486, 5.3617)
H (9.3964, 15.3889, 6.1315)
H (7.5528, 14.5293, 7.7685)
H (8.1019, 12.9260, 9.4259)
H (12.0119, 10.0141, 11.5772)
H (11.1298, 9.9960, 13.1097)
H (12.1875, 11.2926, 12.8292)
H (9.7368, 9.1857, 10.1926)
H (8.5162, 10.2208, 9.8221)
H (8.3867, 9.2604, 11.3213)
H (9.7994, 13.4745, 12.4200)
H (9.0639, 12.2071, 13.3044)
H (8.1619, 12.9779, 11.9263)
O (12.8749, 9.3242, 9.3603)
C (13.5950, 8.6194, 10.0123)
C (15.0502, 8.8626, 10.2253)
C (15.4122, 9.4452, 11.5789)
C (15.4981, 8.4211, 12.7365)
C (14.1599, 7.6957, 12.9942)
C (13.6809, 6.8565, 11.8741)
N (13.0658, 7.5380, 10.7341)
H (15.2944, 9.5788, 9.4557)
H (15.6177, 7.9266, 10.0082)
H (14.6567, 10.1605, 11.8744)
H (16.3473, 10.0369, 11.4413)
H (15.8448, 8.9610, 13.6201)
H (16.3703, 7.7190, 12.4527)
H (13.3947, 8.3716, 13.3407)
H (14.3398, 6.9859, 13.8219)
H (13.0015, 6.1485, 12.3922)
H (14.5500, 6.3271, 11.5244)
H (12.0977, 7.4924, 10.6105)

Atomic forces in eV per Å
0.8 -0.3 0.2
0.3 -1.2 1.1
-0.1 -0.1 -1.9
3.3 0.7 -0.9
0.4 -0.5 -0.3
-2.1 0.9 0.5
2.7 -0.3 0.5
-0.8 -0.8 -0.4
-0.3 -1.1 -0.9
0.6 0.6 1.2
-0.1 -0.5 0.2
-0.3 0.1 -0.4
-0.2 0.5 -0.2
-0.1 0.6 0.6
0.5 0.5 0.7
-1.2 -0.2 -0.5
-1.1 -0.8 1.0
-1.4 0.6 0.5
-0.2 -0.3 -0.2
-0.7 0.2 0.4
-0.5 0.5 0.1
0.6 0.7 0.3
0.2 0.0 1.0
0.2 0.1 -1.2
0.2 0.1 -1.0
-1.5 0.0 -1.3
2.0 -0.5 -0.3
0.9 0.6 -0.5
-1.7 0.7 0.5
1.0 -1.9 1.6
-0.9 -0.2 -0.4
-0.8 0.7 0.4
-0.8 0.4 -0.4
-0.1 0.4 0.5
0.4 -0.1 -0.8
-0.4 -0.2 0.0
0.5 0.0 -0.7
0.3 -0.4 0.7
0.8 -0.1 0.6
-0.3 0.7 -0.1
-0.4 -0.2 0.0
0.3 -0.1 -0.4
0.5 0.4 -0.3
0.0 0.2 0.5
-0.5 -0.5 0.2
0.0 0.4 -0.4
0.6 -0.4 0.1
-0.6 0.3 -0.1
0.4 0.7 -0.1
-0.1 0.1 -0.2
-0.5 -0.2 0.5
0.2 -0.3 0.2
-0.8 0.6 -1.1
0.0 -2.1 2.6
0.6 -0.5 -0.8
0.3 0.1 0.6
1.2 -0.1 -1.2
1.8 0.3 1.3
-0.5 -0.4 -0.4
1.4 0.9 -0.4
0.3 0.2 -0.3
-0.3 0.5 0.2
-0.3 0.5 -0.1
-0.5 -0.6 0.4
-0.2 -0.1 0.1
-1.5 0.5 0.6
-0.3 0.5 0.1
-0.1 0.3 -0.1
-0.1 0.2 -1.2
0.3 -0.7 -0.3
-1.6 -0.3 0.1

---

2.
This record from the Open Molecules 2025 dataset describes C25H40N9OS4Tm as an isolated structure at a distorted geometry. The level of theory is the ωB97M-V functional and the def2-TZVPD basis.

Computed properties:
E_LUMO (alpha / beta)   -0.1786 / -0.1788 Ha
Spin multiplicity   3
Net charge   +2
E_HOMO (alpha / beta)   -13.75 / -13.75 eV

CARTESIAN COORDINATES (ANGSTROEM)
Tm (0.4715, -0.2100, 0.0022)
C (-3.7228, -0.2832, -1.0075)
C (-3.4565, -1.5671, -1.7963)
S (-1.6932, -2.0097, -2.0548)
C (-1.4904, -1.5922, -3.8408)
C (-0.2322, -0.8130, -4.1980)
S (0.3247, 0.4516, -2.9897)
C (-0.9119, 1.7840, -3.1828)
C (-2.2982, 1.5569, -2.6057)
S (-2.3544, 0.9282, -0.8789)
H (-4.5766, 0.2478, -1.4266)
H (-3.9504, -0.5096, 0.0338)
H (-3.8918, -2.4145, -1.2672)
H (-3.9176, -1.5262, -2.7806)
H (-1.4918, -2.5435, -4.3779)
H (-2.3780, -1.0373, -4.1375)
H (0.6305, -1.4693, -4.3052)
H (-0.3817, -0.3000, -5.1487)
H (-0.4361, 2.6452, -2.7169)
H (-1.0047, 1.9770, -4.2523)
H (-2.8291, 2.5107, -2.5961)
H (-2.8642, 0.8511, -3.2076)
O (3.1744, -2.4135, 2.4655)
C (2.2833, -2.0208, 1.7244)
N (1.6931, -0.8089, 1.7602)
C (2.5387, 0.1822, 2.4149)
C (3.1328, 1.1201, 1.3872)
C (4.1559, 1.9919, 1.7503)
C (4.7606, 2.7715, 0.7816)
C (4.3185, 2.6606, -0.5303)
C (3.2850, 1.7881, -0.8097)
N (2.6847, 1.0322, 0.1225)
C (1.8556, -2.9342, 0.5919)
C (2.2412, -4.2699, 0.6527)
C (2.0799, -5.0829, -0.4558)
C (1.5753, -4.5080, -1.6164)
C (1.2404, -3.1692, -1.5991)
N (1.3487, -2.3783, -0.5255)
H (3.3702, -0.3370, 2.9180)
H (2.0060, 0.7499, 3.1884)
H (4.4849, 2.0251, 2.7750)
H (5.5739, 3.4292, 1.0420)
H (4.7783, 3.2316, -1.3195)
H (2.9180, 1.6727, -1.8265)
H (2.6985, -4.6159, 1.5684)
H (2.3669, -6.1227, -0.4375)
H (1.4561, -5.0776, -2.5243)
H (0.8830, -2.6963, -2.5070)
C (-0.0697, 3.3117, 4.8636)
C (0.1657, 3.6302, 3.4455)
N (0.5879, 4.7554, 2.9797)
N (0.6689, 4.6264, 1.6439)
C (0.3025, 3.3988, 1.2441)
S (0.1994, 2.7925, -0.2952)
N (-0.0261, 2.7368, 2.3994)
N (-0.5283, 1.4329, 2.4230)
H (0.1159, 4.2103, 5.4465)
H (0.6093, 2.5306, 5.2074)
H (-1.0956, 2.9825, 5.0340)
H (0.9499, 5.4102, 1.0704)
H (-1.5469, 1.4711, 2.5296)
H (-0.1343, 0.9408, 3.2298)
C (-1.7290, -2.9917, 3.6951)
C (-1.9293, -3.5785, 2.2941)
C (-1.3392, -4.9867, 2.2343)
C (-3.4236, -3.6041, 1.9398)
N (-1.1495, -2.7838, 1.3182)
N (-1.3828, -1.3612, 1.3930)
H (-2.0738, -3.7056, 4.4362)
H (-2.3077, -2.0792, 3.8428)
H (-0.6730, -2.8005, 3.8787)
H (-1.8531, -5.6456, 2.9288)
H (-0.2868, -4.9513, 2.4986)
H (-1.4323, -5.4022, 1.2335)
H (-3.9621, -4.2139, 2.6584)
H (-3.5817, -4.0308, 0.9510)
H (-3.8663, -2.6062, 1.9710)
H (-1.3760, -3.1167, 0.3786)
H (-1.0917, -1.1352, 2.3519)
H (-2.3988, -1.1775, 1.3537)

Atomic forces in eV per Å
-0.6 0.7 -0.2
0.5 0.4 0.0
0.5 -0.2 0.0
-0.4 0.0 -0.2
-0.1 -0.3 0.4
0.2 0.2 0.6
-0.1 0.1 -0.3
0.2 -0.3 0.1
-0.1 -0.1 0.5
-0.3 -0.1 0.0
-0.1 0.0 0.1
-0.1 0.0 0.0
-0.1 0.0 -0.1
0.0 -0.1 0.0
0.0 0.2 -0.1
0.0 -0.1 0.0
0.0 0.0 -0.1
0.1 0.0 0.0
0.0 0.0 -0.2
0.1 0.1 0.0
0.0 -0.1 -0.1
0.0 0.0 0.0
-0.3 0.0 -0.3
0.1 -0.6 0.5
-0.1 0.5 -0.2
0.1 -0.2 0.1
0.1 0.0 -0.1
-0.2 0.0 -0.3
-0.2 -0.2 0.1
-0.1 -0.2 0.0
0.1 0.0 -0.2
0.0 -0.3 0.3
0.6 -0.3 -0.1
-0.1 0.2 0.0
-0.1 0.3 0.0
0.0 0.1 0.1
-0.1 0.0 -0.4
0.2 -0.1 0.4
-0.3 0.2 0.0
0.1 0.0 0.0
0.1 0.0 0.2
0.1 0.1 0.0
0.0 0.0 -0.1
0.0 0.1 0.1
0.0 0.0 0.0
0.0 -0.1 0.0
0.0 0.0 -0.1
0.0 -0.1 0.1
0.0 0.0 0.2
0.0 0.0 -0.1
0.1 0.5 1.0
-0.3 -1.1 -0.2
-0.1 -0.1 0.1
-0.1 -0.2 -0.8
0.3 0.7 -0.2
0.0 -0.1 0.0
0.0 0.0 0.0
0.0 0.0 0.0
0.0 0.0 0.0
0.0 -0.2 0.0
0.3 0.1 -0.1
0.0 0.2 -0.3
0.0 -0.2 -0.3
-0.2 -0.1 0.2
-0.1 0.3 0.0
0.3 0.0 0.1
0.1 0.0 0.0
-0.1 -0.3 0.0
0.0 -0.1 0.1
0.0 0.1 0.1
0.1 0.0 0.1
-0.1 -0.1 0.0
0.2 0.0 0.0
0.0 -0.1 -0.2
-0.1 -0.1 0.1
0.0 -0.1 -0.1
-0.1 0.1 0.0
0.1 0.3 0.1
-0.1 0.0 -0.5
0.5 0.1 0.0

---

3.
This record from the Open Molecules 2025 dataset describes C25H41AsCaN9OS2Si as an isolated structure at a distorted geometry. The level of theory is the ωB97M-V functional and the def2-TZVPD basis.

Computed properties:
E_LUMO   -0.1303 Ha
Net charge   +1
E_HOMO   -9.06 eV

CARTESIAN COORDINATES (ANGSTROEM)
Ca (5.1458, -20.2028, 4.3510)
C (5.5941, -23.6785, 2.0855)
C (5.5641, -22.2812, 1.5315)
C (5.7002, -22.2184, 0.1375)
C (5.7506, -20.9375, -0.4996)
C (5.6490, -19.7750, 0.2495)
C (5.4024, -19.9428, 1.6834)
N (5.3598, -21.1765, 2.2718)
N (5.2731, -18.8384, 2.4580)
Si (5.6477, -17.2279, 1.9372)
C (4.5199, -16.5726, 0.4821)
C (7.4709, -17.2048, 1.3945)
C (5.3780, -16.0589, 3.3996)
H (4.7566, -23.8591, 2.7906)
H (6.5726, -23.8702, 2.6303)
H (5.5727, -24.3763, 1.2056)
H (5.7649, -23.1444, -0.4668)
H (5.8390, -20.8235, -1.5875)
H (5.6179, -18.8248, -0.2369)
H (4.2456, -17.2610, -0.3113)
H (5.0943, -15.7330, 0.0657)
H (3.6162, -16.1569, 0.9622)
H (7.7247, -16.1720, 1.1526)
H (7.5661, -17.7615, 0.4479)
H (8.1166, -17.6687, 2.1735)
H (4.3130, -15.8928, 3.7070)
H (5.8317, -15.0791, 3.2288)
H (5.8552, -16.4698, 4.3241)
S (3.0581, -22.0322, 4.6448)
C (2.5289, -22.1787, 6.2130)
N (2.1712, -23.4683, 6.6156)
C (2.1300, -23.8414, 7.9622)
C (2.3873, -22.8910, 8.8915)
C (2.5380, -21.5906, 8.4684)
N (2.5180, -21.2309, 7.1452)
H (2.1301, -24.1734, 5.9041)
H (1.8886, -24.8498, 8.1740)
H (2.4492, -23.1833, 9.9223)
H (2.7248, -20.7117, 9.0936)
N (0.6641, -17.1174, 5.6708)
C (1.8838, -17.5452, 6.1213)
C (2.8875, -17.9718, 5.2294)
N (4.0549, -18.3774, 5.6965)
C (4.2686, -18.3162, 7.0185)
C (3.2635, -17.8760, 7.9027)
N (2.0258, -17.6205, 7.4730)
H (0.5190, -16.8755, 4.6873)
H (0.0659, -16.7438, 6.4106)
H (2.6514, -17.8548, 4.1531)
H (5.2752, -18.5080, 7.3209)
H (3.4203, -17.8023, 8.9853)
N (7.0315, -19.8628, 5.5147)
C (8.0609, -20.3478, 5.8840)
N (9.0447, -20.9489, 6.4280)
C (8.7725, -21.7525, 7.5809)
C (9.7181, -21.2423, 8.6379)
O (11.1018, -21.5468, 8.2230)
C (11.4473, -20.7457, 7.0828)
C (10.4802, -20.9533, 5.9194)
H (8.9929, -22.8002, 7.2931)
H (7.7329, -21.6413, 7.9145)
H (9.5983, -21.7717, 9.6256)
H (9.5457, -20.1364, 8.7327)
H (12.4563, -21.0140, 6.7478)
H (11.4426, -19.6932, 7.4385)
H (10.6016, -21.9514, 5.4803)
H (10.4680, -20.1737, 5.1545)
C (-2.1794, -18.8426, 0.9045)
As (-0.3136, -18.9073, 1.5556)
C (0.6001, -19.5832, -0.0834)
C (-0.1312, -20.3476, 2.8604)
S (0.4402, -17.1197, 2.3203)
H (-2.8973, -18.7404, 1.7149)
H (-2.3838, -19.8207, 0.3970)
H (-2.2633, -18.0416, 0.1755)
H (-0.0098, -20.3709, -0.5596)
H (1.5975, -20.0163, 0.1656)
H (0.6613, -18.7336, -0.7857)
H (-0.4329, -21.2279, 2.3541)
H (-0.8182, -20.1266, 3.7077)
H (0.8745, -20.4242, 3.2305)

Atomic forces in eV per Å
-1.0 1.0 -0.4
0.7 -0.4 0.6
-0.2 -0.2 -2.4
0.1 0.6 -0.1
-0.2 0.4 0.5
-0.5 -2.8 0.6
0.6 2.1 -1.3
0.4 -0.3 -0.2
-0.2 -1.2 0.5
-0.6 0.0 -0.6
0.7 0.3 1.4
-0.6 -0.3 0.0
-0.3 -0.3 1.0
0.5 -0.1 -0.4
-1.1 0.2 -0.5
-0.2 0.5 1.1
0.0 0.8 0.5
0.1 -0.4 0.4
0.1 0.3 0.1
0.0 0.0 0.0
-0.3 -0.1 -0.2
0.2 -0.2 -0.4
0.4 0.0 0.3
0.1 0.0 0.4
-0.3 0.5 -0.6
0.7 -0.2 -0.6
-0.1 0.0 -0.1
-0.1 0.2 -0.7
-0.2 0.1 -0.7
-0.2 -1.5 0.8
0.1 0.1 2.4
0.1 1.4 -2.8
0.0 -0.7 0.9
0.1 2.0 -3.0
0.6 0.0 2.2
-0.1 -0.2 -0.3
-0.1 -0.8 0.1
-0.1 0.1 0.3
-0.3 -0.6 0.2
0.4 0.0 0.7
-1.2 -0.1 0.8
-0.4 0.6 -0.1
-0.3 -0.1 -0.2
-0.7 0.8 0.4
0.0 -0.8 -0.7
0.8 0.6 -0.9
-0.1 -0.3 0.5
0.3 -0.1 -0.7
0.6 -0.5 0.5
0.4 -0.3 0.4
0.1 -0.1 -0.4
4.1 -1.3 1.5
-3.9 1.9 -1.5
1.6 0.2 -0.7
0.2 -1.0 0.8
1.3 -0.7 1.0
-1.4 0.7 -0.4
-0.3 0.6 0.6
-1.6 -0.3 0.2
-0.2 0.3 0.5
0.2 -0.1 -0.3
0.1 0.7 -1.0
0.4 -0.8 0.2
-0.2 0.0 0.3
0.1 -0.3 -0.5
0.2 0.3 -0.1
0.6 -0.2 0.1
0.4 -1.3 -0.1
0.2 -0.4 -0.6
0.0 0.0 0.3
-1.2 1.2 0.4
0.0 0.1 -0.3
0.1 0.3 0.0
0.2 0.8 0.4
0.0 0.1 0.1
0.1 0.3 0.4
-0.7 0.6 -0.2
0.2 -0.4 0.4
-0.3 -1.1 -0.3
0.5 -0.2 -0.6
0.5 0.1 0.0

---

| no. | electronic energy (Eh) |
| --- | --- |
| 1 | -1678.15385 |
| 2 | -4222.25902 |
| 3 | -5544.44342 |